A | {
  "formula": "C6H13O2",
  "method": "ωB97M-V with the def2-TZVPD basis set",
  "spin_multiplicity": 2,
  "homo_ha": [-0.39010, -0.38703],
  "gap_ev": [11.4, 7.5],
  "symbols": ["C", "C", "C", "O", "O", "H", "H", "H", "H", "H", "C", "C", "C", "H", "H", "H", "H", "H", "H", "H", "H"],
  "xyz": [[0.817, -1.120, 1.942], [-0.635, -1.382, 2.415], [1.706, -2.356, 2.361], [2.074, -2.134, 3.568], [1.905, -3.279, 1.610], [0.804, -1.142, 0.850], [1.243, -0.221, 2.374], [-0.854, -2.432, 2.540], [-1.293, -1.040, 1.607], [-0.927, -0.708, 3.218], [0.106, 1.317, -1.833], [-0.145, 1.840, -3.247], [-1.141, 1.055, -1.019], [0.839, 0.508, -1.849], [0.712, 2.083, -1.337], [0.749, 2.367, -3.601], [-2.060, 0.989, -1.613], [-1.133, 0.164, -0.406], [-1.450, 1.898, -0.407], [-0.368, 1.016, -3.928], [-0.951, 2.577, -3.244]]
}

B | {
  "formula": "C6H13O2",
  "method": "ωB97M-V with the def2-TZVPD basis set",
  "spin_multiplicity": 2,
  "homo_ha": [-0.35715, -0.35993],
  "gap_ev": [10.4, 7.5],
  "symbols": ["C", "O", "C", "C", "C", "C", "C", "H", "H", "H", "H", "H", "H", "H", "H", "H", "H", "H", "H", "H", "O"],
  "xyz": [[1.689, -0.941, 0.266], [2.584, -0.956, -0.736], [0.160, -1.071, -0.316], [-0.717, -0.669, 0.871], [-1.841, 0.297, 0.458], [-2.855, -0.120, -0.284], [-1.942, 1.571, 1.278], [1.801, -0.053, 0.893], [1.775, -1.895, 0.789], [0.111, -2.120, -0.625], [0.418, -0.699, -1.305], [-0.119, -0.120, 1.590], [-1.147, -1.551, 1.337], [-3.669, 0.548, -0.563], [-2.791, -0.948, -0.985], [-2.571, 1.361, 2.138], [-2.159, 2.368, 0.572], [-0.994, 1.931, 1.691], [1.644, 1.791, -0.944], [2.431, 0.399, -1.334], [2.360, 1.389, -1.436]]
}

Most stable: A (next structure +203.3 kJ/mol)

A | {
  "formula": "C3H5N3",
  "method": "ωB97M-V with the def2-TZVPD basis set",
  "total_charge": 2,
  "homo_ha": [-0.81167, -0.80633],
  "gap_ev": [7.8, 7.1],
  "symbols": ["C", "C", "C", "N", "N", "N", "H", "H", "H", "H", "H"],
  "xyz": [[0.374, -0.530, -0.717], [2.462, -0.456, 0.004], [-1.918, -0.410, 0.338], [1.561, -0.493, -0.933], [-0.664, -0.443, -0.238], [2.688, 0.242, 0.944], [3.155, -1.218, -0.536], [-2.047, 0.429, 0.923], [-2.606, -0.507, -0.506], [-2.009, -1.391, 0.835], [3.262, 0.209, 1.769]]
}

B | {
  "formula": "C3H5N3",
  "method": "ωB97M-V with the def2-TZVPD basis set",
  "total_charge": 2,
  "homo_ha": [-0.80655, -0.79783],
  "gap_ev": [7.3, 7.6],
  "symbols": ["C", "C", "C", "N", "N", "N", "H", "H", "H", "H", "H"],
  "xyz": [[-0.012, -0.728, -0.002], [2.198, -0.197, 0.119], [-2.382, -0.026, -0.123], [1.185, -1.006, -0.095], [-1.067, -0.203, 0.064], [2.307, 1.005, -0.131], [3.074, -0.784, 0.562], [-2.870, -0.848, -0.669], [-2.897, 0.129, 0.860], [-2.592, 0.970, -0.575], [3.057, 1.688, -0.011]]
}

Most stable: B (next structure +89.3 kJ/mol)

A | {
  "formula": "C2H10N4O",
  "method": "ωB97M-V with the def2-TZVPD basis set",
  "smiles": "[H]/N=C(\\C)O.NNN",
  "homo_ha": -0.28426,
  "gap_ev": 8.5,
  "symbols": ["H", "N", "C", "C", "O", "H", "H", "H", "H", "N", "N", "N", "H", "H", "H", "H", "H"],
  "xyz": [[-1.393, 0.309, 2.013], [-1.331, 0.922, 1.193], [-1.292, 0.205, 0.104], [-1.409, -1.278, 0.020], [-1.559, 0.850, -1.046], [-1.011, -1.630, -0.936], [-2.461, -1.564, 0.086], [-0.854, -1.744, 0.837], [-1.681, 1.785, -0.806], [1.953, -0.526, 0.772], [1.422, 0.656, 0.226], [1.602, 0.643, -1.174], [2.066, -1.209, 0.022], [2.909, -0.340, 1.082], [0.653, 1.165, 0.767], [0.821, 0.159, -1.623], [1.565, 1.597, -1.537]]
}

B | {
  "formula": "C2H10N4O",
  "method": "ωB97M-V with the def2-TZVPD basis set",
  "homo_ha": -0.26984,
  "gap_ev": 8.1,
  "symbols": ["C", "C", "N", "N", "O", "H", "H", "H", "H", "H", "H", "N", "N", "H", "H", "H", "H"],
  "xyz": [[-0.278, 1.505, -0.058], [0.911, -0.813, -0.338], [2.262, -0.637, -0.087], [-1.582, 1.130, -0.628], [0.418, -1.180, -1.378], [2.799, -0.548, -0.937], [2.489, 0.071, 0.596], [-2.169, 1.934, -0.833], [-1.442, 0.602, -1.484], [-0.444, 2.129, 0.830], [0.339, 2.106, -0.741], [-1.188, -1.457, 0.870], [0.135, -0.926, 0.965], [-1.173, -2.184, 0.155], [-1.742, -0.687, 0.472], [0.651, -1.394, 1.714], [0.014, 0.349, 0.882]]
}

Most stable: A (next structure +52.3 kJ/mol)

A | {
  "formula": "C2HNOS2",
  "method": "ωB97M-V with the def2-TZVPD basis set",
  "homo_ha": -0.34448,
  "gap_ev": 9.0,
  "symbols": ["C", "C", "N", "O", "S", "S", "H"],
  "xyz": [[1.876, -0.183, 0.031], [-0.507, -0.196, -0.169], [1.683, 1.011, -0.043], [1.948, -1.325, 0.102], [-0.032, 1.365, 0.021], [-2.043, -0.835, -0.098], [-2.924, 0.164, 0.156]]
}

B | {
  "formula": "C2HNOS2",
  "method": "ωB97M-V with the def2-TZVPD basis set",
  "smiles": "C#[N+][S-].O=C=S",
  "homo_ha": -0.32043,
  "gap_ev": 8.9,
  "symbols": ["C", "N", "S", "H", "O", "C", "S"],
  "xyz": [[-0.189, -0.770, -1.035], [0.163, -1.648, -0.303], [0.355, -2.675, 0.804], [-0.841, -0.064, -1.522], [-4.564, -1.917, -0.652], [-4.191, -0.880, -0.236], [-3.528, 0.440, 0.202]]
}

Most stable: B (next structure +75.4 kJ/mol)

A | {
  "formula": "CHBrClNO2",
  "method": "ωB97M-V with the def2-TZVPD basis set",
  "homo_ha": [-0.37701, -0.33957],
  "gap_ev": [9.0, 7.8],
  "symbols": ["C", "N", "O", "O", "Cl", "Br", "H"],
  "xyz": [[0.757, 0.170, -0.342], [-0.980, 0.510, -2.281], [-1.438, -0.448, -2.777], [-1.329, 1.638, -2.190], [1.263, 1.796, -0.474], [1.964, -1.150, -0.829], [0.515, 0.043, 0.732]]
}

B | {
  "formula": "CHBrClNO2",
  "method": "ωB97M-V with the def2-TZVPD basis set",
  "homo_ha": [-0.39289, -0.30258],
  "gap_ev": [10.2, 5.9],
  "symbols": ["C", "N", "O", "O", "Cl", "Br", "H"],
  "xyz": [[-0.714, 0.048, 0.735], [-2.018, -2.935, 0.152], [-1.058, -3.611, 0.010], [-2.283, -1.864, -0.325], [-0.948, 0.233, 2.352], [-1.689, 1.323, -0.272], [-0.312, -0.899, 0.214]]
}

Most stable: A (next structure +20.8 kJ/mol)

A | {
  "formula": "C2H3ClO2S",
  "method": "ωB97M-V with the def2-TZVPD basis set",
  "homo_ha": [-0.32554, -0.25575],
  "gap_ev": [8.8, 4.7],
  "symbols": ["C", "C", "O", "O", "S", "Cl", "H", "H", "H"],
  "xyz": [[-1.691, 1.588, -0.651], [-0.069, 0.444, 0.780], [-2.018, 1.153, -1.688], [-1.052, 1.613, 0.394], [-4.321, 0.281, 0.974], [-4.266, -0.885, -0.597], [-0.183, 0.256, 1.854], [0.885, 0.864, 0.388], [-0.613, -0.289, 0.230]]
}

B | {
  "formula": "C2H3ClO2S",
  "method": "ωB97M-V with the def2-TZVPD basis set",
  "homo_ha": -0.36892,
  "gap_ev": 8.7,
  "symbols": ["C", "C", "O", "O", "S", "Cl", "H", "H", "H"],
  "xyz": [[1.005, -0.186, -1.111], [0.743, 0.407, 0.120], [-1.840, -0.088, 2.037], [-2.263, -0.078, -0.381], [-1.425, -0.492, 0.722], [1.428, 0.158, 1.753], [0.683, 0.058, -2.075], [1.412, -1.169, -1.092], [0.258, 1.391, 0.027]]
}

Most stable: B (next structure +186.4 kJ/mol)